Here is a cluster of 2 separate species, C4H6N6O in total from OMol25. Energies are from ωB97M-V/def2-TZVPD.

Output
Gap between HOMO and LUMO = 0.3971 Eh

XYZ file:
```
17
Properties=species:S:1:pos:R:3:forces:R:3
C 0.31552 1.42139 -3.16299 4.404 4.902 -0.921
C -1.61191 1.32680 -2.20921 0.116 0.396 0.242
C -0.20614 -0.53331 0.99713 -0.302 1.618 -0.387
C 1.19486 -0.20293 1.36721 0.760 1.588 1.590
N 0.33208 2.50587 -2.42570 0.070 -0.953 -0.069
N -0.88114 2.37585 -1.79666 -1.654 0.461 0.087
N -1.13151 -0.91168 1.88506 -0.142 -0.580 0.667
N -2.26387 -0.99594 1.25557 -0.687 -0.588 0.051
N -2.01544 -0.63292 0.03106 -0.168 0.440 -1.601
N -0.78321 -0.25503 -0.17437 1.641 -0.952 0.188
O -0.72434 0.74587 -3.13025 -4.479 -2.440 0.823
H 0.98149 1.40063 -4.01940 0.326 -0.791 0.447
H -1.29691 3.16182 -1.23061 1.017 -1.459 -0.848
H 1.82623 -1.09150 1.36262 0.014 0.019 -0.091
H 1.20354 0.18574 2.51432 0.017 -0.724 -2.885
H 1.64934 0.57277 0.64718 -0.782 -1.164 1.268
H -2.59245 -0.67375 -0.83232 -0.152 0.225 1.440
```
Forces are in eV/Å.

Atom charges from the Mulliken analysis, given in e for atoms 1 to 5: number 1, C, carries 0.12; number 2, C, carries -0.38; number 3, C, carries 0.49; number 4, C, carries -0.72; number 5, N, carries -0.60

***

Here is a structure of composition C11H26N4Se2V from OMol25. Energies are from ωB97M-V/def2-TZVPD.

Output
Net charge = +3
2S+1 = 3
Gap between HOMO and LUMO (alpha / beta) = 0.2728 / 0.3140 Eh

XYZ file:
```
44
Properties=species:S:1:pos:R:3:forces:R:3
V 0.50261 0.15636 -0.28599 -0.035 0.193 0.281
C -0.64865 -3.49337 -1.17458 -0.178 -0.115 0.186
Se 0.61928 -2.11060 -1.68254 0.199 -0.109 -0.140
C 2.24003 -2.89163 -0.89969 0.014 0.081 0.064
C 2.21722 -2.95165 0.61371 -0.049 -0.118 -0.049
Se 1.59524 -1.24716 1.36770 0.491 -0.776 0.248
C 2.59816 -1.11374 3.02309 0.222 0.124 0.283
H -0.33934 -4.40000 -1.69014 0.054 0.027 -0.020
H -1.63619 -3.21160 -1.52900 0.027 0.071 -0.036
H -0.66122 -3.64227 -0.09861 0.006 0.038 0.003
H 3.07322 -2.29596 -1.26989 -0.041 0.041 -0.035
H 2.32876 -3.89263 -1.32236 -0.021 -0.007 -0.022
H 3.21616 -3.13806 1.00731 0.009 0.085 0.029
H 1.55339 -3.72624 0.99170 -0.030 0.043 0.025
H 2.16204 -1.80890 3.73594 -0.076 -0.024 -0.080
H 2.51870 -0.09844 3.40370 -0.031 0.016 -0.056
H 3.63892 -1.36144 2.83102 -0.013 0.042 -0.104
N 1.43213 2.02414 0.22427 -0.174 -0.250 0.128
C 0.57409 3.24191 0.06633 -0.132 0.373 -0.185
C 0.24735 3.49271 -1.39826 0.033 -0.321 0.107
C -0.63046 2.41535 -2.01718 -0.019 0.453 0.058
N 0.07504 1.08964 -2.07588 -0.185 0.171 -0.547
H 1.76921 1.98673 1.18448 0.083 0.067 0.017
H 2.27533 2.16553 -0.33460 0.108 0.014 0.043
H 1.08884 4.11087 0.47684 0.075 -0.080 0.044
H -0.33794 3.09798 0.64695 0.021 -0.050 0.024
H 1.17291 3.60115 -1.97549 -0.026 0.066 -0.021
H -0.27412 4.44599 -1.48083 0.000 0.018 0.003
H -0.92020 2.71519 -3.02426 0.020 -0.119 -0.030
H -1.54225 2.28939 -1.43154 0.004 -0.067 -0.020
H 0.93295 1.22894 -2.61790 0.007 -0.016 -0.076
H -0.48111 0.47068 -2.66593 0.045 -0.022 -0.077
C -2.95493 -0.40029 -0.96355 -0.086 0.033 0.041
C -2.45555 0.08688 0.34834 -0.174 -0.023 0.112
N -1.17906 0.30038 0.72068 -0.300 0.165 -0.239
C -1.21191 0.77083 2.03420 -0.175 0.029 0.215
C -2.49749 0.82617 2.44304 0.238 0.077 0.052
N -3.25078 0.39421 1.37389 0.040 -0.024 -0.139
H -2.14058 -0.75810 -1.58941 0.011 -0.047 0.007
H -3.48966 0.38600 -1.50108 0.027 0.024 0.025
H -3.66181 -1.21708 -0.81073 0.036 -0.037 -0.056
H -0.32364 1.01174 2.59303 -0.004 -0.004 -0.007
H -2.93362 1.12794 3.38093 -0.016 -0.020 -0.016
H -4.26108 0.32243 1.37228 -0.005 -0.019 -0.039
```
Forces are in eV/Å.

Atom charges from the Mulliken analysis, given in e for atoms 1 to 5: number 1, V, carries 0.04; number 2, C, carries -1.04; number 3, Se, carries 0.12; number 4, C, carries -0.90; number 5, C, carries -0.73

***

So what do the calculations give for energy? Going down the list: -15229.2841 -174144.2963 eV.
So what do the calculations give for maximum force? Going down the list: 6.7 1.0 eV Å⁻¹.